1.
Here is a molecular structure, C7H11Br2O3P in a non-equilibrium geometry from the OMol25 dataset. Energies are from wB97M-V/def2-TZVPD.

E_LUMO (alpha / beta), eV: -1.7013 / -1.6990
Relative energy (zero: lowest compared OMol25 entry of this formula, charge and spin), kJ/mol: 451.7
Molecular weight, g mol⁻¹: 333.94
Energy, eV: -162949.42794
Frontier orbital gap (alpha / beta), Ha: 0.2244 / 0.2245

Geometry as ORCA input:
```
! wB97M-V def2-TZVPD RIJCOSX def2/J DEFGRID3
* xyz 0 1
C -0.309 -0.488 -0.247
C 3.246 -0.075 0.493
C -0.546 -0.665 1.199
C -1.208 -2.025 1.468
C -1.533 0.258 1.884
C 0.121 2.097 -2.051
C -0.570 0.742 -2.242
O 1.762 -2.286 -0.146
O 0.825 -0.559 1.617
O -1.027 0.318 -0.925
P 1.638 -0.876 0.194
Br 2.974 1.815 0.678
Br 4.404 -0.301 -1.082
H -2.320 -2.186 1.074
H -1.107 -2.125 2.583
H -0.575 -2.784 1.009
H -2.526 -0.055 1.525
H -1.319 1.302 1.641
H -1.304 0.135 2.975
H 0.684 1.998 -1.035
H 0.724 2.204 -3.054
H -0.660 2.896 -2.029
H 0.020 -0.109 -2.652
H -1.394 0.770 -2.876
*
```



2.
Here is a molecular structure, C24H32N3O2PRhS3SbSe4 in a non-equilibrium geometry from the OMol25 dataset. Energies are from wB97M-V/def2-TZVPD.

E_LUMO (alpha / beta), eV: 3.2723 / 3.3509
Relative energy (zero: lowest compared OMol25 entry of this formula, charge and spin), kJ/mol: 226.1
Molecular weight, g mol⁻¹: 1062.22
Energy, eV: -346702.04947
Frontier orbital gap (alpha / beta), Ha: 0.1796 / 0.1827

Geometry as ORCA input:
```
! wB97M-V def2-TZVPD RIJCOSX def2/J DEFGRID3
* xyz -2 1
Rh 0.223 0.210 0.341
Se -0.913 5.215 4.352
Sb -1.376 2.825 4.373
Se 0.101 1.592 2.309
Se -1.149 -0.343 2.278
Se -0.652 1.889 6.482
N 0.644 -2.279 0.020
C 1.205 -2.401 -1.321
C 0.391 -1.576 -2.300
O 0.442 -1.835 -3.504
O -0.293 -0.650 -1.741
H 1.267 -2.657 0.724
H -0.246 -2.758 0.089
H 1.274 -3.425 -1.691
H 2.212 -1.974 -1.305
S 6.349 -4.394 1.549
C 5.055 -3.336 1.694
S 5.079 -1.749 1.029
C 3.398 -1.473 1.445
N 2.888 -2.489 2.075
N 3.838 -3.506 2.247
C 3.349 -4.666 2.929
C 1.989 -4.952 2.867
C 1.495 -6.092 3.483
C 2.346 -6.945 4.176
C 3.690 -6.618 4.283
C 4.194 -5.476 3.673
S 2.660 0.044 1.066
H 1.322 -4.270 2.364
H 0.436 -6.307 3.422
H 1.959 -7.843 4.641
H 4.361 -7.250 4.852
H 5.234 -5.214 3.787
C -1.335 4.335 0.466
C -2.170 3.219 -0.183
C -3.124 3.853 -1.205
C -3.039 2.543 0.898
P -1.054 1.879 -0.922
C -2.302 1.075 -2.008
C -2.470 1.269 -3.374
C -3.485 0.617 -4.068
C -4.354 -0.234 -3.403
C -4.181 -0.453 -2.041
C -3.160 0.189 -1.355
C 0.260 2.731 -1.987
C 0.922 1.672 -2.890
C 1.363 3.252 -1.047
C -0.238 3.901 -2.846
H -1.969 4.937 1.120
H -0.897 4.998 -0.282
H -0.535 3.951 1.093
H -3.761 4.561 -0.662
H -3.770 3.113 -1.676
H -2.606 4.405 -1.988
H -3.360 3.295 1.621
H -2.515 1.763 1.444
H -3.928 2.088 0.453
H -1.802 1.912 -3.928
H -3.581 0.767 -5.137
H -5.149 -0.736 -3.943
H -4.826 -1.146 -1.513
H -2.995 -0.028 -0.305
H 1.504 0.970 -2.296
H 1.611 2.187 -3.568
H 0.222 1.079 -3.474
H 1.675 2.487 -0.336
H 1.062 4.131 -0.482
H 2.240 3.508 -1.651
H -1.099 3.653 -3.462
H 0.575 4.201 -3.514
H -0.501 4.764 -2.237
*
```



3.
Here is a molecular structure, C12H14AlN2P in a non-equilibrium geometry from the OMol25 dataset. Energies are from wB97M-V/def2-TZVPD.

E_LUMO, eV: -0.0716
Relative energy (zero: lowest compared OMol25 entry of this formula, charge and spin), kJ/mol: 0.0
Molecular weight, g mol⁻¹: 244.21
Energy, eV: -31534.71090
Frontier orbital gap, Ha: 0.1751

Geometry as ORCA input:
```
! wB97M-V def2-TZVPD RIJCOSX def2/J DEFGRID3
* xyz 0 1
C -0.225 -1.472 -2.808
C -0.199 -0.534 -3.798
C 0.285 0.799 -3.673
C 1.198 1.294 -2.701
C 1.771 0.571 -1.688
Al 0.439 -0.696 -1.229
P 1.273 -2.692 -0.190
H -0.675 -2.450 -2.985
H -0.595 -0.792 -4.797
H -0.004 1.488 -4.475
H 2.684 0.904 -1.196
H 1.480 2.352 -2.828
H 2.530 -2.668 0.478
H 1.419 -3.833 -1.036
H 0.414 -3.214 0.823
N -2.591 0.304 1.352
C -2.139 -0.157 0.166
N -0.802 -0.101 0.151
C -0.376 0.467 1.365
C 0.913 0.708 1.836
C 1.031 1.229 3.134
C -0.109 1.496 3.914
C -1.403 1.226 3.429
C -1.494 0.714 2.140
H -3.571 0.353 1.613
H -2.769 -0.530 -0.637
H 1.753 0.480 1.176
H 2.027 1.426 3.535
H 0.038 1.921 4.910
H -2.304 1.406 4.020
*
```



4.
Here is a molecular structure, C25H30AuN5O4S2 from the OMol25 dataset. Energies are from wB97M-V/def2-TZVPD.

E_LUMO, eV: 0.4520
Relative energy (zero: lowest compared OMol25 entry of this formula, charge and spin), kJ/mol: 0.0
Molecular weight, g mol⁻¹: 725.65
Energy, eV: -67416.90490
Frontier orbital gap, Ha: 0.2902

Geometry as ORCA input:
```
! wB97M-V def2-TZVPD RIJCOSX def2/J DEFGRID3
* xyz 0 1
Au -0.207 -0.163 0.291
N 0.249 -1.427 3.180
C -0.160 -0.826 4.079
N -0.663 -0.159 5.119
C -1.696 0.850 4.845
C -1.042 2.185 4.533
O -0.160 2.584 5.578
C 0.877 1.641 5.754
C 0.312 0.279 6.128
H -2.324 0.921 5.735
H -2.292 0.526 3.995
H -1.788 2.972 4.434
H -0.497 2.092 3.588
H 1.525 2.024 6.542
H 1.462 1.547 4.827
H -0.208 0.340 7.086
H 1.101 -0.467 6.205
N 1.127 0.475 -2.498
C 1.874 -0.348 -1.732
N 1.416 -1.018 -0.696
C 2.427 -1.811 -0.136
C 2.273 -2.664 0.950
C 3.365 -3.404 1.364
C 4.594 -3.313 0.711
C 4.754 -2.475 -0.377
C 3.658 -1.729 -0.787
S 3.536 -0.636 -2.137
H 0.287 0.809 -2.040
H 1.631 1.196 -2.990
H 1.328 -2.707 1.469
H 3.262 -4.067 2.213
H 5.430 -3.907 1.055
H 5.701 -2.404 -0.894
O 1.741 2.395 -0.348
C 1.362 3.024 0.617
C 1.012 4.487 0.573
C 2.047 5.221 1.461
C 3.433 4.543 1.551
C 3.563 3.425 2.604
C 2.787 2.144 2.291
N 1.412 2.482 1.898
H -0.005 4.655 0.933
H 1.066 4.813 -0.464
H 1.653 5.337 2.474
H 2.168 6.233 1.073
H 4.166 5.312 1.802
H 3.724 4.164 0.566
H 3.213 3.822 3.565
H 4.618 3.177 2.746
H 2.770 1.475 3.152
H 3.230 1.592 1.463
H 1.009 3.123 2.572
O -8.389 -0.288 0.514
C -7.321 -1.093 0.296
O -7.498 -2.218 -0.083
C -5.973 -0.509 0.541
C -5.751 0.650 1.282
C -4.469 1.134 1.467
C -3.366 0.481 0.905
S -1.784 1.197 1.157
C -3.593 -0.691 0.177
C -4.873 -1.178 0.008
H -8.096 0.609 0.708
H -6.567 1.183 1.759
H -4.315 2.033 2.050
H -2.752 -1.222 -0.250
H -5.045 -2.090 -0.549
*
```



5.
Here is a molecular structure, C28H31Cl2N7O4S2Sn from the OMol25 dataset. Energies are from wB97M-V/def2-TZVPD.

E_LUMO, eV: -0.7190
Relative energy (zero: lowest compared OMol25 entry of this formula, charge and spin), kJ/mol: 64.7
Molecular weight, g mol⁻¹: 783.35
Energy, eV: -100710.47866
Frontier orbital gap, Ha: 0.2540

Geometry as ORCA input:
```
! wB97M-V def2-TZVPD RIJCOSX def2/J DEFGRID3
* xyz 0 1
Sn 0.205 0.249 -0.509
S 6.880 -4.803 -0.296
N 6.789 -3.220 -0.600
C 5.516 -2.896 -0.468
C 4.963 -1.564 -0.657
C 5.735 -0.471 -1.049
C 5.118 0.745 -1.234
C 3.745 0.837 -1.007
N 3.007 -0.191 -0.609
C 3.593 -1.382 -0.454
C 2.716 -2.525 -0.089
N 1.405 -2.277 0.062
C 0.599 -3.290 0.354
C 1.048 -4.602 0.514
C 2.389 -4.862 0.370
C 3.247 -3.806 0.064
C 4.681 -3.988 -0.117
N 5.330 -5.130 0.013
H 6.799 -0.602 -1.207
H 5.671 1.619 -1.551
H 3.220 1.780 -1.132
H -0.449 -3.040 0.478
H 0.340 -5.387 0.745
H 2.793 -5.859 0.488
O -1.361 0.327 2.844
C -2.514 1.104 2.997
C -2.820 2.063 1.858
C -3.862 2.974 2.036
C -4.206 3.818 1.000
C -3.502 3.727 -0.194
C -2.488 2.794 -0.279
N -2.137 1.977 0.720
H -1.499 -0.297 2.104
H -2.392 1.685 3.915
H -3.404 0.480 3.151
H -4.397 3.002 2.980
H -5.013 4.533 1.114
H -3.733 4.358 -1.043
H -1.927 2.690 -1.203
Cl -4.224 -2.137 -2.140
C -4.020 -1.291 -0.592
Cl -4.935 0.234 -0.554
C -2.538 -0.993 -0.320
O -1.939 -0.277 -1.166
O -2.068 -1.473 0.735
H -4.419 -1.927 0.183
S 1.383 3.412 0.223
C 1.638 2.703 1.737
N 0.730 2.799 2.720
C 0.823 2.104 3.999
C 1.652 0.844 3.829
C 2.985 1.220 3.215
N 2.756 2.002 2.003
H -0.122 3.261 2.451
H -0.185 1.861 4.327
H 1.267 2.761 4.753
H 1.111 0.162 3.173
H 1.802 0.356 4.793
H 3.557 0.335 2.939
H 3.584 1.796 3.926
H 3.372 1.893 1.219
C 1.314 0.009 -4.670
C 0.133 -0.168 -3.724
C -0.378 -1.604 -3.779
C -0.987 0.806 -4.078
O 0.604 0.112 -2.421
H 1.030 -0.209 -5.704
H 2.125 -0.664 -4.382
H 1.685 1.036 -4.621
H -0.740 -1.858 -4.779
H -1.197 -1.737 -3.070
H 0.429 -2.297 -3.521
H -1.333 0.657 -5.106
H -0.630 1.835 -3.981
H -1.835 0.662 -3.404
*
```



6.
Here is a single C2H4Br2Si molecule in a non-equilibrium geometry from the OMol25 dataset. Energies are from wB97M-V/def2-TZVPD.

E_LUMO (alpha / beta), eV: 0.7757 / -3.3033
Expectation value of S²: 2.005
Relative energy (zero: lowest compared OMol25 entry of this formula, charge and spin), kJ/mol: 0.0
Molecular weight, g mol⁻¹: 215.95
Energy, eV: -150098.60482
Frontier orbital gap (alpha / beta), Ha: 0.2767 / 0.2540

Geometry as ORCA input:
```
! wB97M-V def2-TZVPD RIJCOSX def2/J DEFGRID3
* xyz 0 3
C 1.287 0.506 1.037
C 0.340 -0.318 0.640
Si -0.722 -0.126 -0.930
Br -1.735 -2.034 -1.436
Br -2.467 1.255 -0.816
H 1.585 0.301 2.058
H 1.582 1.529 0.624
H 0.339 -1.360 0.995
H -0.209 0.247 -2.171
*
```



7.
Here is a molecular structure, C32H40K2N8O4S in a non-equilibrium geometry from the OMol25 dataset. Energies are from wB97M-V/def2-TZVPD.

E_LUMO, eV: -2.3713
Relative energy (zero: lowest compared OMol25 entry of this formula, charge and spin), kJ/mol: 1233.3
Molecular weight, g mol⁻¹: 710.99
Energy, eV: -97419.91456
Frontier orbital gap, Ha: 0.0800

Geometry as ORCA input:
```
! wB97M-V def2-TZVPD RIJCOSX def2/J DEFGRID3
* xyz 0 1
K 5.586 -4.356 -1.070
K -0.584 -4.713 -6.277
S 0.660 -1.107 -0.793
O -0.223 -1.352 0.335
O 0.221 -0.015 -1.641
O 1.984 -0.748 -0.320
O 0.797 -2.317 -1.639
N -4.393 -5.308 3.783
C -5.346 -4.734 4.591
C -6.273 -5.650 4.991
C -5.855 -6.862 4.581
C -4.722 -6.626 3.818
H -3.656 -4.813 3.301
H -5.382 -3.667 4.759
H -7.227 -5.551 5.489
H -6.424 -7.747 4.828
H -4.102 -7.318 3.267
N 2.364 -5.491 3.420
C 3.588 -5.400 4.010
C 4.306 -6.586 3.952
C 3.455 -7.457 3.241
C 2.272 -6.802 2.975
H 1.661 -4.777 3.297
H 3.795 -4.465 4.508
H 5.303 -6.817 4.296
H 3.585 -8.505 3.012
H 1.420 -7.189 2.437
N 0.137 1.503 5.985
C 0.574 2.679 6.465
C 0.487 2.714 7.867
C -0.050 1.531 8.270
C -0.248 0.794 7.114
H 0.244 1.122 5.056
H 1.070 3.412 5.846
H 0.830 3.565 8.437
H -0.222 1.291 9.309
H -0.526 -0.242 6.988
N 3.300 3.049 -5.683
C 4.350 2.398 -6.193
C 5.096 3.139 -6.973
C 4.532 4.421 -6.901
C 3.398 4.317 -6.094
H 2.634 2.656 -5.033
H 4.357 1.333 -6.014
H 5.900 2.846 -7.632
H 4.797 5.340 -7.401
H 2.681 5.115 -5.971
N 0.537 5.624 0.257
C -0.445 6.136 1.085
C -0.025 7.395 1.552
C 1.237 7.619 0.941
C 1.570 6.507 0.135
H 0.467 4.764 -0.268
H -1.319 5.523 1.254
H -0.537 7.969 2.309
H 1.882 8.470 1.108
H 2.408 6.323 -0.520
N -6.364 -0.991 -0.415
C -7.414 -1.810 -0.751
C -8.504 -1.109 -1.173
C -8.107 0.246 -1.196
C -6.802 0.314 -0.719
H -5.485 -1.294 -0.021
H -7.374 -2.886 -0.661
H -9.462 -1.478 -1.508
H -8.712 1.077 -1.526
H -6.024 1.059 -0.638
N 7.263 2.612 0.858
C 7.848 2.844 2.032
C 9.114 3.386 1.917
C 9.346 3.534 0.578
C 8.125 3.157 -0.058
H 6.393 2.119 0.719
H 7.291 2.497 2.890
H 9.766 3.588 2.754
H 10.196 3.988 0.090
H 7.830 3.119 -1.096
N -3.637 0.035 -8.808
C -4.438 -0.795 -9.623
C -5.230 -1.589 -8.786
C -4.962 -1.140 -7.492
C -4.050 -0.108 -7.526
H -2.959 0.663 -9.214
H -4.444 -0.632 -10.690
H -6.036 -2.250 -9.068
H -5.407 -1.580 -6.612
H -3.685 0.485 -6.700
*
```



8.
Here is 5 unconnected molecules or ions with the total composition C2H14NO4 in a non-equilibrium geometry from the OMol25 dataset. Energies are from wB97M-V/def2-TZVPD.

E_LUMO, eV: -4.4268
Relative energy (zero: lowest compared OMol25 entry of this formula, charge and spin), kJ/mol: 155.4
Molecular weight, g mol⁻¹: 116.14
Energy, eV: -11973.83234
Frontier orbital gap, Ha: 0.3765

Geometry as ORCA input:
```
! wB97M-V def2-TZVPD RIJCOSX def2/J DEFGRID3
* xyz 1 1
C 1.069 -1.986 -0.467
C 0.944 -0.951 1.611
N 0.526 -0.956 0.408
H 1.779 -1.684 -1.253
H 0.328 -2.453 -1.160
H 1.529 -2.696 0.221
H 1.589 -1.693 2.077
H 0.756 -0.208 2.387
H -0.107 -0.195 0.155
H -3.787 1.567 -0.034
H -2.677 1.746 -1.120
O -3.125 1.111 -0.557
H -0.832 -1.007 -3.711
H -2.029 -0.665 -2.629
O -1.122 -0.902 -2.805
H -0.113 2.175 1.962
H -1.438 2.002 1.416
O -0.654 1.475 1.585
H 2.555 1.302 1.223
H 2.759 2.294 0.173
O 2.051 1.724 0.519
*
```



9.
Here is 15 unconnected molecules or ions with the total composition C5H42N2O14 in a non-equilibrium geometry from the OMol25 dataset. Energies are from wB97M-V/def2-TZVPD.

E_LUMO, eV: -0.1989
Relative energy (zero: lowest compared OMol25 entry of this formula, charge and spin), kJ/mol: 301.5
Molecular weight, g mol⁻¹: 354.39
Energy, eV: -37511.70878
Frontier orbital gap, Ha: 0.3354

Geometry as ORCA input:
```
! wB97M-V def2-TZVPD RIJCOSX def2/J DEFGRID3
* xyz 0 1
C 2.756 2.706 0.710
C 2.239 1.693 1.774
C 1.319 0.602 1.273
C 0.014 1.171 0.674
C -1.465 -0.725 1.408
N -0.780 -0.023 0.317
N 3.377 1.168 2.584
H 2.043 3.509 0.939
H 2.748 2.368 -0.323
H 3.696 3.225 0.908
H 1.680 2.249 2.537
H 1.714 -0.054 0.500
H 1.044 0.121 2.217
H -0.438 1.710 1.519
H 0.048 1.688 -0.280
H -1.677 -0.187 2.326
H -2.396 -1.133 1.006
H -0.886 -1.627 1.629
H -1.506 0.203 -0.348
H 3.506 0.180 2.447
H 4.228 1.644 2.310
H 0.309 -1.683 -0.884
H 1.756 -1.792 -1.518
O 0.938 -2.273 -1.327
H -1.280 -2.325 -4.013
H 0.115 -2.151 -3.355
O -0.371 -2.654 -4.043
H -0.963 3.622 -3.459
H -1.045 2.119 -4.159
O -0.558 2.738 -3.568
H -2.515 -0.942 3.628
H -3.371 -1.620 4.595
O -3.030 -0.737 4.413
H 1.576 -3.519 2.550
H 1.176 -2.091 2.253
O 1.337 -2.689 2.996
H -4.620 1.172 -0.658
H -4.551 1.167 -2.163
O -4.597 0.570 -1.407
H 1.234 1.702 -3.309
H 1.839 0.665 -4.334
O 1.874 0.987 -3.427
H -1.781 -1.463 -1.831
H -3.156 -1.121 -2.553
O -2.211 -1.215 -2.655
H 1.289 -0.375 4.692
H 0.465 0.264 5.777
O 0.369 -0.242 4.972
H -2.635 5.391 -2.466
H -1.230 5.058 -1.689
O -1.768 4.987 -2.475
H 0.846 -4.137 -0.794
H 1.664 -5.389 -0.664
O 0.885 -4.958 -0.302
H -1.765 -0.019 -3.788
H -1.225 0.173 -5.244
O -1.663 0.628 -4.524
H -0.808 -3.094 3.973
H -1.251 -1.964 5.086
O -1.478 -2.741 4.547
H 2.458 -0.243 -2.243
H 3.424 0.271 -1.219
O 3.055 -0.563 -1.538
*
```



10.
Here is 2 unconnected molecules or ions with the total composition C4H6IO3 in a non-equilibrium geometry from the OMol25 dataset. Energies are from wB97M-V/def2-TZVPD.

E_LUMO, eV: 3.1554
Relative energy (zero: lowest compared OMol25 entry of this formula, charge and spin), kJ/mol: 110.5
Molecular weight, g mol⁻¹: 228.99
Energy, eV: -18490.54290
Frontier orbital gap, Ha: 0.2558

Geometry as ORCA input:
```
! wB97M-V def2-TZVPD RIJCOSX def2/J DEFGRID3
* xyz -1 1
I -2.049 -3.612 -1.220
C -1.511 0.878 0.270
C -0.012 0.470 0.451
C 0.551 -0.926 0.033
O 1.843 -0.679 -0.430
C 2.037 0.681 -0.534
O 3.057 1.222 -1.040
O 0.866 1.332 -0.218
H -2.078 0.072 -0.197
H -1.675 1.870 -0.150
H -2.065 1.103 1.181
H 0.283 0.656 1.484
H -0.092 -1.582 -0.553
H 0.845 -1.486 0.921
*
```



11.
Here is a single FH2P molecule in a non-equilibrium geometry from the OMol25 dataset. Energies are from wB97M-V/def2-TZVPD.

E_LUMO, eV: 0.8067
Relative energy (zero: lowest compared OMol25 entry of this formula, charge and spin), kJ/mol: 0.0
Molecular weight, g mol⁻¹: 51.99
SMILES: FP
Energy, eV: -12038.44711
Frontier orbital gap, Ha: 0.4059

Geometry as ORCA input:
```
! wB97M-V def2-TZVPD RIJCOSX def2/J DEFGRID3
* xyz 0 1
F -1.313 0.482 -0.026
P -0.113 -0.597 0.011
H 0.591 0.063 1.038
H 0.836 0.052 -1.023
*
```